[1]
Computed, not measured: C2H6NO2P as an isolated structure in a non-equilibrium geometry, with ωB97M-V with the def2-TZVPD basis set.

## Properties
- orbital gap (Eh) = 0.357
- total charge = 0
- energy above the lowest of the compared OMol25 structures with the same formula, charge and spin (eV) = 3.860
- LUMO energy (eV) = -0.26
- HOMO level (eV) = -9.98

CARTESIAN COORDINATES (ANGSTROEM)
C (0.19, -0.71, 0.06)
C (1.51, -0.12, -0.33)
N (-0.85, 0.16, 0.28)
O (-0.02, -1.90, -0.19)
O (-0.65, 1.79, -0.21)
P (-2.42, -0.25, -0.09)
H (1.21, 0.52, -1.21)
H (2.10, -1.01, -0.49)
H (2.04, 0.55, 0.38)
H (-1.15, 2.28, 0.49)
H (-2.47, -1.34, 0.73)
H (-1.98, -0.95, -1.28)


[2]
Computed, not measured: a 2-piece molecular cluster, C2H2Cl3NO overall in a non-equilibrium geometry, with ωB97M-V with the def2-TZVPD basis set.

## Properties
- orbital gap (Eh) = 0.411
- total charge = 0
- energy above the lowest of the compared OMol25 structures with the same formula, charge and spin (eV) = 0.690
- LUMO energy (eV) = 0.46
- HOMO level (eV) = -10.73

CARTESIAN COORDINATES (ANGSTROEM)
N (-0.72, -0.47, 0.29)
C (-1.60, 0.08, -0.47)
Cl (-2.66, -0.77, -1.52)
Cl (-1.69, 1.73, -0.55)
H (-0.66, -1.52, 0.30)
O (1.88, 0.27, 1.74)
C (1.75, 0.32, 0.56)
Cl (2.01, -1.01, -0.55)
H (1.67, 1.36, 0.19)


[3]
Computed, not measured: a 10-piece molecular cluster, C33H73FNO15S5 overall in a non-equilibrium geometry, with ωB97M-V with the def2-TZVPD basis set.

## Properties
- orbital gap (Eh) = 0.338
- total charge = +1
- LUMO energy (eV) = -1.58
- HOMO level (eV) = -10.78

CARTESIAN COORDINATES (ANGSTROEM)
C (-1.70, 0.82, 0.96)
C (-0.65, 1.81, 0.53)
N (0.65, 1.15, 0.12)
C (1.57, 2.22, -0.36)
C (1.24, 0.39, 1.26)
C (1.49, 1.13, 2.52)
C (0.52, 0.14, -0.99)
C (-0.27, 0.47, -2.25)
O (-1.53, 1.01, -2.03)
C (-2.15, 1.49, -3.21)
H (-1.96, 0.03, 0.25)
H (-2.60, 1.43, 1.10)
H (-1.48, 0.36, 1.92)
H (-0.37, 2.47, 1.36)
H (-0.96, 2.42, -0.31)
H (2.52, 1.74, -0.57)
H (1.59, 3.00, 0.40)
H (1.10, 2.66, -1.24)
H (2.18, -0.01, 0.84)
H (0.59, -0.47, 1.40)
H (0.58, 1.45, 3.04)
H (2.14, 2.01, 2.47)
H (1.94, 0.50, 3.29)
H (0.21, -0.78, -0.51)
H (1.53, 0.03, -1.38)
H (-0.30, -0.49, -2.80)
H (0.32, 1.13, -2.90)
H (-2.93, 0.77, -3.51)
H (-1.48, 1.59, -4.06)
H (-2.75, 2.38, -3.00)
F (2.97, 0.21, -6.93)
C (2.25, 1.35, -6.85)
C (0.88, 1.26, -6.69)
C (0.11, 2.40, -6.66)
C (0.71, 3.65, -6.80)
C (2.07, 3.72, -6.93)
C (2.86, 2.58, -6.93)
H (0.40, 0.29, -6.68)
H (-0.96, 2.31, -6.50)
H (0.11, 4.54, -6.69)
H (2.54, 4.69, -7.03)
H (3.92, 2.65, -7.16)
C (-1.47, -3.97, 2.85)
S (-1.76, -2.48, 1.90)
O (-0.93, -2.41, 0.66)
C (-3.42, -2.79, 1.34)
H (-0.44, -3.94, 3.19)
H (-1.68, -4.91, 2.33)
H (-2.13, -3.86, 3.71)
H (-3.56, -3.75, 0.84)
H (-3.82, -2.03, 0.69)
H (-4.04, -2.81, 2.25)
C (1.30, -3.08, -1.51)
S (2.51, -2.80, -2.81)
O (2.52, -1.31, -3.00)
C (3.96, -3.14, -1.79)
H (0.35, -2.67, -1.84)
H (1.66, -2.59, -0.60)
H (1.14, -4.15, -1.36)
H (4.03, -2.38, -1.02)
H (4.82, -3.13, -2.45)
H (3.85, -4.09, -1.28)
C (5.97, 1.11, -0.60)
S (5.05, 1.34, 0.94)
O (4.54, 0.04, 1.40)
C (6.51, 1.69, 1.92)
H (6.27, 2.08, -0.98)
H (5.34, 0.64, -1.36)
H (6.79, 0.42, -0.38)
H (7.26, 2.32, 1.44)
H (6.94, 0.74, 2.24)
H (6.18, 2.21, 2.82)
C (-5.51, -0.07, -0.78)
S (-5.64, 0.55, 0.90)
O (-5.36, 2.00, 0.74)
C (-7.43, 0.43, 1.04)
H (-5.95, 0.73, -1.38)
H (-6.11, -0.97, -0.95)
H (-4.48, -0.17, -1.10)
H (-7.74, -0.61, 1.19)
H (-7.87, 0.92, 0.18)
H (-7.66, 0.89, 2.00)
C (1.06, 5.52, 2.89)
S (-0.64, 5.20, 3.32)
O (-0.92, 3.76, 3.02)
C (-0.43, 5.35, 5.10)
H (1.28, 5.33, 1.85)
H (1.74, 4.96, 3.54)
H (1.24, 6.57, 3.16)
H (-0.48, 6.40, 5.38)
H (0.49, 4.94, 5.49)
H (-1.31, 4.86, 5.53)
C (5.74, -5.40, 1.70)
O (4.76, -4.96, 2.61)
C (4.28, -3.73, 2.43)
O (4.41, -3.04, 1.46)
O (3.62, -3.37, 3.53)
C (2.88, -2.15, 3.38)
H (5.64, -4.94, 0.72)
H (5.67, -6.48, 1.57)
H (6.75, -5.21, 2.06)
H (2.53, -1.83, 4.35)
H (2.07, -2.31, 2.67)
H (3.51, -1.38, 2.93)
C (-1.59, 1.24, 5.08)
O (-1.34, 0.21, 6.03)
C (-0.57, -0.80, 5.65)
O (-0.14, -0.98, 4.53)
O (-0.36, -1.57, 6.71)
C (0.15, -2.89, 6.47)
H (-2.56, 1.67, 5.32)
H (-1.68, 0.84, 4.07)
H (-0.84, 2.02, 5.13)
H (-0.68, -3.59, 6.48)
H (0.81, -3.12, 7.30)
H (0.71, -2.95, 5.53)
C (-6.86, 0.36, -4.46)
O (-6.55, -0.97, -4.88)
C (-5.28, -1.36, -4.70)
O (-4.51, -0.92, -3.89)
O (-5.02, -2.35, -5.54)
C (-3.67, -2.79, -5.56)
H (-7.93, 0.36, -4.27)
H (-6.60, 1.06, -5.25)
H (-6.33, 0.62, -3.55)
H (-3.45, -3.36, -4.65)
H (-2.99, -1.95, -5.66)
H (-3.54, -3.44, -6.42)


no.,E (a.u.)
1,-626.2786
2,-1587.9481
3,-4574.9745